Molecular formula: C54H72O33
Method: DFT, ωB97M-V/def2-TZVPD

Calculated values
LUMO level ... 0.05 eV
Electronic energy ... -124730.5705 eV
Gap between HOMO and LUMO ... 7.72 eV
2S+1 ... 1

Structure (XYZ):
```
159
Properties=species:S:1:pos:R:3:forces:R:3
C -5.879 2.399 1.398 1.130 -0.165 -0.642
C -5.854 1.063 0.635 1.332 2.076 0.298
C -4.772 0.088 1.116 -0.363 -0.459 -0.055
O -5.552 -0.867 1.806 0.299 -0.814 1.051
C -6.834 -0.700 1.573 -3.263 -1.520 2.887
O -7.723 -1.402 2.073 2.160 1.391 -1.686
O -7.072 0.445 0.944 -0.641 -0.852 -1.149
H -4.967 2.932 1.128 0.040 0.214 -0.079
H -5.800 2.260 2.476 -0.421 -0.191 0.067
H -6.725 3.014 1.093 -0.038 -0.197 0.148
H -5.669 1.236 -0.425 -0.754 0.039 -0.086
H -4.053 0.510 1.818 0.086 0.152 -0.152
H -4.309 -0.524 0.343 0.383 0.825 -0.240
C -2.367 -4.064 4.776 0.510 0.156 1.980
C -1.443 -3.484 3.778 0.041 -1.241 -1.763
C -2.098 -2.641 2.690 -0.547 0.458 1.349
O -1.121 -1.595 2.479 0.735 -0.073 -0.919
C -0.300 -1.541 3.539 0.882 1.639 1.476
O 0.505 -0.671 3.834 -1.444 -1.620 -1.330
O -0.567 -2.561 4.368 0.670 0.681 0.991
H -1.739 -4.429 5.589 0.292 -0.381 0.045
H -2.972 -4.931 4.508 -0.249 0.583 -0.455
H -2.846 -3.239 5.304 -0.936 -0.154 -0.375
H -0.781 -4.269 3.413 -0.211 -0.135 -0.567
H -2.914 -2.105 3.174 -0.476 -0.192 -0.236
H -2.486 -3.146 1.805 0.553 0.256 -0.150
C 5.675 -2.796 1.484 1.682 0.919 -0.111
C 5.195 -3.740 0.380 -0.527 0.704 2.610
C 3.792 -3.350 -0.037 0.437 0.311 0.230
O 4.066 -2.731 -1.335 -2.735 -0.424 0.252
C 5.303 -2.877 -1.690 3.138 2.063 -2.065
O 5.840 -2.294 -2.650 -1.657 -2.041 2.365
O 5.974 -3.604 -0.777 0.793 -0.331 -0.713
H 5.027 -2.535 2.321 -0.451 -0.672 -0.227
H 5.979 -1.834 1.072 -0.421 0.280 -0.500
H 6.643 -3.092 1.888 -0.072 -0.568 0.214
H 5.238 -4.737 0.819 0.093 -0.261 -0.713
H 3.358 -2.580 0.600 0.047 -0.107 -0.210
H 3.161 -4.234 0.053 -0.464 0.270 -1.251
C 0.151 1.626 -4.362 -0.140 -0.210 0.415
C -1.385 1.827 -4.421 1.441 -1.496 0.362
C -2.150 0.571 -4.809 -0.138 0.601 -1.105
O -3.174 0.466 -3.801 -0.775 -1.599 -1.941
C -2.992 1.355 -2.863 -0.528 0.023 3.671
O -3.681 1.497 -1.854 1.362 -0.174 -2.531
O -1.806 1.917 -3.053 0.492 2.603 0.228
H 0.674 1.204 -5.220 -0.531 0.387 -0.609
H 0.358 0.875 -3.600 -0.332 -0.004 0.332
H 0.696 2.509 -4.027 -0.220 0.214 -0.187
H -1.722 2.627 -5.080 0.119 0.559 0.639
H -1.485 -0.285 -4.923 -0.404 -0.369 0.616
H -2.614 0.776 -5.773 -0.294 -0.491 0.067
C 1.696 -4.119 -3.776 -0.778 1.048 -0.702
C 1.417 -2.835 -4.671 0.156 -3.174 1.723
C 2.253 -1.635 -4.360 -1.364 -1.294 3.003
O 2.549 -1.215 -5.591 1.552 4.924 -2.140
C 2.557 -2.175 -6.445 2.722 -1.362 -6.222
O 3.111 -2.202 -7.577 -2.054 0.610 4.053
O 1.917 -3.187 -5.942 -0.654 -2.033 -0.613
H 1.473 -4.006 -2.715 -0.138 0.323 -0.042
H 2.738 -4.425 -3.872 -0.020 0.161 -0.153
H 1.053 -4.899 -4.184 0.140 -0.174 0.127
H 0.347 -2.686 -4.820 -0.104 0.378 0.436
H 3.176 -1.945 -3.871 -0.043 0.254 0.579
H 1.628 -0.942 -3.797 0.646 0.387 0.070
C -2.152 -2.668 -2.434 0.724 1.131 -0.669
C -3.653 -2.436 -2.304 1.453 -2.693 -2.468
C -4.340 -3.791 -2.602 -0.411 -1.183 -0.950
O -4.914 -4.193 -1.364 -0.495 1.016 1.118
C -4.677 -3.214 -0.458 1.016 -0.592 4.097
O -4.862 -3.195 0.766 -0.292 -1.000 -3.885
O -3.874 -2.265 -0.974 -1.380 1.237 1.269
H -1.610 -1.802 -2.055 -0.014 0.234 -0.055
H -1.864 -2.780 -3.480 -0.033 -0.086 -0.160
H -1.725 -3.505 -1.882 -0.615 -0.238 0.110
H -4.041 -1.693 -3.001 0.088 0.506 0.641
H -3.692 -4.601 -2.938 0.774 0.178 0.492
H -5.086 -3.891 -3.390 -0.537 1.021 0.196
C 5.376 1.744 1.726 -0.719 -0.950 -0.023
C 3.945 2.214 1.405 2.969 1.396 0.143
C 2.842 1.759 2.308 0.392 -1.215 -1.038
O 2.249 2.977 2.623 -2.705 -1.140 1.686
C 3.014 4.013 2.396 -1.862 4.163 0.706
O 2.718 5.154 2.785 1.438 -3.080 -1.106
O 3.990 3.651 1.605 1.132 0.361 -0.635
H 6.223 2.414 1.579 -0.522 0.308 -0.861
H 5.458 0.846 1.115 0.769 -0.263 0.295
H 5.481 1.522 2.788 -0.345 -0.407 0.057
H 3.667 2.054 0.363 0.295 0.060 0.020
H 3.071 1.139 3.175 0.384 0.478 0.267
H 2.303 1.092 1.635 -1.294 0.289 0.415
C -3.009 5.066 -1.579 -0.683 -0.156 0.611
C -4.463 5.563 -1.306 1.619 -0.409 0.831
C -5.144 6.227 -2.462 1.770 1.204 -0.493
O -6.315 5.511 -2.620 -1.314 0.452 -1.451
C -6.321 4.470 -1.809 -4.296 -3.200 0.397
O -7.216 3.635 -1.698 1.316 1.790 -0.966
O -5.299 4.429 -1.044 2.604 0.216 1.199
H -2.245 5.820 -1.389 -0.154 0.063 -0.004
H -2.866 4.643 -2.573 -0.354 0.366 -0.303
H -2.809 4.202 -0.945 0.005 0.219 0.409
H -4.582 6.206 -0.435 0.635 -0.146 0.243
H -4.456 6.188 -3.307 -0.463 -0.370 -0.595
H -5.284 7.295 -2.299 -0.615 -0.084 0.158
C 1.780 -6.244 6.127 -0.647 0.620 -0.340
C 1.594 -4.743 5.714 0.329 -1.127 0.309
C 2.769 -3.853 5.765 2.977 0.147 1.123
O 3.072 -3.389 4.447 -0.539 1.280 -0.722
C 2.157 -3.843 3.619 0.156 -1.213 -4.147
O 2.151 -3.712 2.334 -0.444 -0.351 6.161
O 1.356 -4.685 4.328 -1.562 -0.189 -2.650
H 1.851 -6.420 7.200 -0.406 0.436 0.087
H 2.604 -6.835 5.728 0.258 0.685 -0.565
H 0.864 -6.674 5.722 -0.040 -0.461 0.367
H 0.758 -4.335 6.283 -0.232 -0.012 -0.299
H 3.650 -4.474 5.922 0.120 0.231 0.969
H 2.710 -3.012 6.456 0.046 -0.076 -0.169
O -3.899 2.471 5.392 0.278 -0.334 -0.192
C -3.174 2.886 4.281 0.199 -0.852 0.719
C -3.416 4.102 3.629 0.890 -1.329 1.075
C -2.538 4.461 2.629 -0.117 -0.468 -0.360
C -1.479 3.621 2.233 -0.262 0.599 0.396
O -0.685 4.172 1.248 -0.503 -0.167 0.573
C -1.249 2.398 2.909 -0.775 0.230 -0.299
C -2.118 1.994 3.931 -1.124 1.956 -0.696
H -4.712 2.947 5.572 0.077 0.344 -0.423
H -4.163 4.759 4.048 -0.195 0.127 -0.319
H -2.759 5.385 2.116 0.502 0.102 -0.239
H -0.331 3.535 0.623 0.270 0.093 0.255
H -0.478 1.708 2.598 0.295 0.160 -0.053
H -2.066 1.043 4.441 0.264 0.039 0.041
O 0.844 3.240 -0.672 -0.317 -0.306 -0.575
C 0.616 1.895 -0.747 -0.136 -1.247 0.660
C -0.602 1.374 -0.280 1.380 -0.133 -0.526
C -0.645 -0.012 -0.101 -1.618 0.786 0.342
C 0.397 -0.808 -0.401 2.137 -2.294 -0.527
O 0.434 -2.163 -0.012 0.105 0.558 -1.184
C 1.530 -0.340 -1.088 0.263 1.121 1.425
C 1.679 1.044 -1.123 -1.254 0.560 0.124
H 1.507 3.413 -1.344 0.546 0.594 -0.178
H -1.403 2.054 -0.029 -0.282 -0.286 0.001
H -1.488 -0.554 0.301 -0.382 0.505 0.193
H 0.074 -2.303 0.867 -0.204 0.421 0.169
H 2.419 -0.928 -1.262 -0.205 -0.444 -0.119
H 2.605 1.569 -1.305 0.257 -0.449 -0.585
O 8.035 1.437 -2.782 -0.655 0.149 -0.058
C 6.764 1.997 -2.723 0.363 -1.926 -0.509
C 6.714 3.151 -2.029 -0.252 2.221 1.038
C 5.542 3.891 -1.870 -1.005 -1.711 -0.515
C 4.358 3.339 -2.423 1.792 -0.203 0.084
O 3.149 3.943 -2.229 -1.100 -0.180 -0.422
C 4.402 2.133 -3.175 0.720 0.842 0.469
C 5.612 1.417 -3.275 0.390 1.203 0.096
H 8.036 0.596 -3.246 -0.205 -0.146 -0.078
H 7.628 3.506 -1.578 0.108 0.087 -0.022
H 5.510 4.779 -1.255 0.017 0.117 -0.034
H 3.199 4.812 -1.825 0.482 0.116 0.073
H 3.519 1.888 -3.747 -0.118 -0.453 0.175
H 5.785 0.500 -3.819 -0.657 -0.157 -0.184
```
Forces are in eV/Å.

These are the Löwdin partial charges, in e, on atoms 1 to 2: atom 1 (C): 0.00, atom 2 (C): -0.30